The following is a quantum chemistry calculation of a 8-piece molecular cluster, C23H58INO12S8 overall at a distorted geometry, from the OMol25 dataset.

CARTESIAN COORDINATES (ANGSTROEM)
1 I -4.95044 -3.17122 -0.21898
2 S 0.83285 -3.01944 1.87699
3 S 3.17357 0.88398 -0.52003
4 S 5.92661 9.45559 -3.26901
5 S -3.86640 1.04086 -1.65057
6 S 0.70136 -8.54427 2.43176
7 S -5.97746 -6.01527 -3.63182
8 S 1.10462 3.95543 3.03649
9 S 3.79123 4.24570 -2.12579
10 O 4.94289 3.30286 -2.11600
11 O 1.78283 1.18714 -0.06880
12 O 1.95354 -2.23796 2.16543
13 O 5.35023 8.85309 -2.03815
14 O -0.18267 -3.03127 3.10216
15 O -3.52448 0.16841 -2.80478
16 O -5.77668 -5.44968 -2.27356
17 O -4.28758 -0.99475 1.58654
18 O -0.63621 -8.16074 2.94928
19 O 0.99819 -4.26343 1.26308
20 O -0.12095 -2.20624 0.86457
21 O -0.27985 3.41814 2.96384
22 N -1.36138 -5.22606 2.81516
23 C 0.58561 -8.58200 0.63882
24 C 0.86364 -10.32325 2.65052
25 C -1.30643 -1.69537 1.54894
26 C 3.20857 4.36003 -3.82705
27 C 4.46300 5.90996 -2.05286
28 C 3.52762 -0.81020 -0.03957
29 C -0.66453 0.09566 3.42044
30 C 1.09543 5.27931 4.25613
31 C -4.36142 -6.51887 -4.23927
32 C -2.31867 -1.58004 0.39360
33 C -5.33143 1.97919 -2.10350
34 C 6.49433 11.10672 -2.83946
35 C 3.10511 0.56473 -2.28678
36 C 4.55159 9.99196 -4.29758
37 C -2.01116 -4.16362 2.05350
38 C -2.47957 -2.47453 3.78874
39 C -6.17643 -4.62745 -4.75818
40 C -2.72969 2.43446 -1.67790
41 C -0.87608 -0.23025 1.93083
42 C 2.07618 2.80207 4.01446
43 C -3.77378 -1.66873 0.80516
44 C -1.94410 0.77159 4.02226
45 C -1.52805 -2.74613 2.62301
46 H 6.81354 11.62654 -3.74299
47 H -3.09498 -4.26869 2.15473
48 H -2.79307 0.52633 3.38635
49 H 1.57100 2.60352 4.96066
50 H -4.02154 -7.36041 -3.63890
51 H -1.73020 2.06308 -1.45560
52 H 3.57333 -0.85326 1.04478
53 H -5.17109 2.46960 -3.06399
54 H 4.08057 0.22168 -2.62944
55 H -0.43575 -0.76645 4.04105
56 H -1.60727 0.48180 1.55762
57 H -1.68589 -6.13772 2.50621
58 H 4.48667 -1.11990 -0.45663
59 H -2.12079 -2.38820 -0.30551
60 H 0.91142 -10.53009 3.71778
61 H 2.73179 -1.46435 -0.39613
62 H -3.09397 -3.32578 4.05446
63 H 4.92191 6.05288 -1.07776
64 H 5.69069 11.65639 -2.34908
65 H -5.54168 2.71799 -1.32993
66 H 3.87475 10.61505 -3.71243
67 H -1.77371 1.84225 4.06825
68 H -0.26073 -9.20008 0.33695
69 H -0.00027 -10.82902 2.21817
70 H -3.11559 -1.61862 3.58680
71 H -1.87275 -2.20464 4.65325
72 H 0.43808 -7.56094 0.29064
73 H 2.85161 1.49340 -2.78977
74 H 1.78184 -10.66462 2.17193
75 H -6.16667 1.28582 -2.18089
76 H 2.77728 3.40096 -4.10698
77 H -7.11755 -4.13395 -4.52399
78 H 7.33796 11.00807 -2.15944
79 H -4.44609 -6.82570 -5.28205
80 H 2.34140 -0.18655 -2.49400
81 H -6.20296 -4.99460 -5.78446
82 H 5.21558 6.04043 -2.83006
83 H 0.04747 -0.01367 1.39981
84 H -2.15983 -0.66727 -0.17008
85 H -3.65762 -5.69184 -4.14239
86 H 4.93434 10.54810 -5.15347
87 H -5.35264 -3.92515 -4.62684
88 H 2.11676 5.61947 4.42907
89 H 3.65925 6.63356 -2.18190
90 H -2.18441 0.36067 5.00195
91 H 3.06562 3.22344 4.19368
92 H 0.65237 4.92178 5.18629
93 H 2.44478 5.13490 -3.89609
94 H 1.51274 -8.97826 0.22403
95 H 0.13984 0.81016 3.55677
96 H -2.73806 2.89578 -2.66594
97 H 4.02358 9.10653 -4.64650
98 H 0.50081 6.10029 3.86035
99 H -3.02501 3.15821 -0.91790
100 H 2.17133 1.87704 3.44774
101 H -1.63627 -5.17738 3.79247
102 H -1.77040 -4.26577 0.99511
103 H 4.04492 4.59110 -4.48780

Atomic forces in eV per Å
0.1315 -0.0575 -0.2333
-2.4315 0.8660 -1.1093
0.1805 0.0827 0.1250
0.0975 -0.0232 -0.0612
-0.0061 0.0687 0.0627
0.1945 0.1499 0.0275
-0.0662 -0.0534 -0.0949
0.1177 0.0276 -0.2119
-0.0396 0.0916 0.1067
0.0213 0.0189 -0.1640
-0.0756 -0.1012 -0.0576
1.4889 0.9509 1.1563
-0.0683 0.0975 -0.0264
0.7401 0.8875 -0.0559
0.0184 0.0328 -0.0383
0.0015 0.0019 0.0282
-1.4004 2.0407 2.3814
-0.1877 -0.2016 -0.0216
0.5074 -1.8610 -0.2679
0.1706 -0.7260 0.5174
-0.0202 0.0417 0.1294
-0.2292 -0.1414 -0.0142
-0.0573 -0.0257 -0.1390
-0.0609 -0.1350 -0.0535
0.8637 2.0542 -1.0971
0.0346 0.0392 -0.1199
-0.0072 -0.0080 -0.0565
0.0048 -0.0926 -0.0936
-1.1827 0.4188 0.5649
-0.0178 0.0131 0.1555
0.1353 0.0265 -0.0480
-0.1676 -1.5326 -0.1881
-0.0915 0.0801 -0.0466
-0.0185 0.1255 0.0286
-0.1218 -0.1540 -0.0995
-0.1050 0.0862 -0.0095
-0.0190 0.2227 0.0022
1.0294 1.0109 0.4540
0.0609 0.1106 -0.0754
0.0537 0.0887 -0.0280
0.0585 -0.1308 1.2586
0.0334 -0.0758 0.1043
1.2514 -1.4275 -2.0620
0.5859 -0.7102 -0.2671
-1.3707 -2.6506 -0.0877
0.0117 -0.0370 -0.0093
-0.0959 0.6034 -0.2661
-0.1726 0.3227 -0.0257
-0.0473 0.0277 -0.0246
-0.0708 0.0085 0.0347
-0.0269 -0.0535 0.0355
-0.0543 0.0408 -0.0075
0.0637 -0.0405 -0.0034
0.0311 0.0837 0.0306
0.3058 -0.1736 -0.2977
-0.1722 -0.0147 -0.0509
0.1837 0.0458 -0.0939
0.0101 0.0957 -0.0332
0.0033 -0.0774 0.0013
-0.0012 0.0792 0.0049
-0.0317 0.0301 0.0369
0.0195 -0.1623 -0.1307
-0.0250 -0.0299 0.0047
-0.0288 -0.0600 0.0049
0.0178 -0.0326 0.0255
0.0331 -0.0224 0.0486
-0.3161 0.1036 0.0160
-0.0132 -0.0048 0.0697
-0.0219 0.0536 -0.0004
-0.1096 -0.0696 -0.0736
-0.1362 0.0062 0.1409
0.0303 0.0299 0.1023
0.0331 0.0278 0.0585
0.0138 0.0369 0.0110
0.0549 -0.0535 0.0307
-0.0011 -0.0012 0.0415
-0.0056 -0.0574 0.0542
-0.0113 -0.0768 -0.0142
-0.0351 -0.0107 0.0119
-0.0190 0.0039 0.0900
-0.0186 -0.0315 0.0172
0.0050 -0.0623 0.0052
-0.0024 -0.2046 -0.2832
-0.0363 0.2461 0.1288
-0.0512 0.0295 0.0407
0.0273 -0.0284 0.0015
0.0055 -0.0306 0.0645
0.0039 -0.0105 -0.0386
0.0047 0.0036 0.0452
0.0940 0.2229 0.2118
-0.0074 0.0186 -0.0431
-0.0164 -0.0440 -0.0333
-0.0132 -0.0170 0.0399
0.0162 0.0224 0.0302
0.2166 -0.0832 -0.2433
-0.0428 -0.0649 -0.0245
0.0586 -0.0348 0.0293
-0.0038 -0.0467 -0.0629
0.0065 -0.0432 0.0366
-0.0147 0.0636 -0.0736
0.0973 0.0702 -0.0189
0.1792 -0.1065 0.0178
0.0388 -0.0168 0.0548

Output
- frontier orbital gap (eV) = 8.7
- lowest unoccupied orbital energy (eV) = 0.41
- multiplicity = 1

---

The following is a quantum chemistry calculation of a 7-piece molecular cluster, C23H58N12O7 overall at a distorted geometry, from the OMol25 dataset.

CARTESIAN COORDINATES (ANGSTROEM)
1 O 15.07540 8.93759 14.24669
2 O 11.04079 11.89967 18.06878
3 O 7.64657 8.17836 9.82693
4 O 11.53325 6.22756 10.10365
5 O 12.33506 9.86560 12.71240
6 O 17.80599 13.39427 9.80092
7 O 19.01412 6.27833 14.90665
8 N 16.73189 6.09786 14.90618
9 N 12.53210 5.69258 8.18460
10 N 17.79009 8.00248 13.90452
11 N 16.51515 10.35520 15.24608
12 N 12.56521 7.66175 13.31217
13 N 9.93004 11.14182 17.52216
14 N 8.68828 6.25212 9.29845
15 N 6.41628 6.26166 9.71534
16 N 17.62939 12.05321 9.24824
17 N 14.48009 11.06823 14.59700
18 N 13.57164 7.16226 9.63182
19 N 10.52336 8.41145 12.35515
20 C 8.69200 12.17260 19.37768
21 C 7.59822 11.07316 17.26470
22 C 7.54532 6.99509 9.60808
23 C 11.50504 9.78403 16.22916
24 C 15.13654 12.86143 9.02788
25 C 16.52662 11.56509 11.56244
26 C 9.01214 9.61052 15.78140
27 C 19.11158 11.21489 10.90219
28 C 11.82429 8.73090 12.82069
29 C 15.32204 10.06576 14.66198
30 C 16.40257 12.18140 8.40362
31 C 17.61494 11.19454 10.44194
32 C 8.73714 11.99949 17.83083
33 C 16.70594 13.08526 7.13884
34 C 7.72351 10.41138 15.91986
35 C 12.50990 6.38919 9.35841
36 C 10.24686 10.63715 16.18006
37 C 16.01076 9.70064 8.98950
38 C 17.90364 6.74326 14.56245
39 C 8.78684 13.31041 17.13353
40 C 16.18197 10.73812 7.88184
41 C 17.30955 9.78796 9.98889
42 C 10.52076 11.70581 15.09947
43 H 6.33439 5.57339 9.05258
44 H 19.34721 10.31462 11.48611
45 H 9.19746 9.26460 14.79999
46 H 12.26070 6.74691 13.13437
47 H 10.87494 11.33942 14.11515
48 H 11.70755 9.44517 17.25877
49 H 6.80349 11.81510 17.05106
50 H 9.86194 9.13729 12.59249
51 H 14.30138 12.63573 8.34832
52 H 8.63469 5.19005 9.37290
53 H 16.40968 11.19515 15.74059
54 H 16.96669 10.34521 7.21879
55 H 18.61150 8.44884 13.49435
56 H 12.37253 10.40733 16.07165
57 H 11.58387 8.96251 15.53104
58 H 15.13429 9.84952 9.63512
59 H 16.56515 14.11180 7.37892
60 H 14.71615 12.02541 14.86312
61 H 8.58166 13.22326 16.08434
62 H 8.85486 11.20499 19.79568
63 H 10.08734 7.48881 12.40356
64 H 15.85341 6.60762 14.96570
65 H 18.17166 9.43353 9.36599
66 H 16.19260 12.73597 6.22959
67 H 9.83250 13.59116 17.18114
68 H 13.60902 10.82502 14.14067
69 H 11.45255 11.34048 18.73421
70 H 15.62544 11.01023 11.30321
71 H 9.63651 12.29969 14.85746
72 H 16.90545 5.52237 15.68482
73 H 16.81706 8.19744 13.47666
74 H 15.34323 13.92671 9.12866
75 H 13.56170 7.92550 13.42757
76 H 18.70644 13.62439 9.67198
77 H 17.13190 9.70637 15.70359
78 H 17.77113 12.99046 6.85066
79 H 19.25610 12.00870 11.65907
80 H 14.20508 7.37529 8.89173
81 H 13.57220 7.84184 10.37271
82 H 7.65158 12.50968 19.60405
83 H 9.43931 12.86960 19.75623
84 H 14.79252 12.52307 9.96504
85 H 16.87608 11.12911 12.51486
86 H 9.00265 8.76724 16.48636
87 H 7.62413 11.23007 15.18859
88 H 16.24607 12.61354 11.68072
89 H 15.33343 10.72280 7.23301
90 H 5.49694 6.69760 9.73478
91 H 19.88664 11.33445 10.09577
92 H 8.15976 14.11915 17.59509
93 H 17.10229 9.07725 10.81506
94 H 7.28362 10.38020 18.05653
95 H 15.97027 8.69758 8.61535
96 H 9.58595 6.75362 9.41145
97 H 13.08831 5.99855 7.41606
98 H 11.61207 5.31986 7.94438
99 H 11.15135 12.41073 15.59416
100 H 6.88495 9.71383 15.70016

Atomic forces in eV per Å
-0.4687 -0.8153 -0.5324
0.4201 -0.0571 -0.7603
-0.4577 0.7626 0.1822
0.9004 0.4104 0.0122
-1.3046 -1.4017 0.5303
-1.3489 -0.3559 0.0013
-2.2272 0.8896 -0.8393
-0.2747 1.0559 -0.8808
-0.5515 -0.4402 -0.3938
-2.2402 -1.4113 -0.3313
0.4525 0.6323 0.1475
0.5048 2.8373 -0.2814
0.5539 0.5051 1.4342
-0.6652 -1.3888 -0.0450
-2.0246 0.5158 1.0260
-0.7648 1.8976 -0.0185
-1.4391 1.5960 -0.2892
0.7341 0.4479 0.0237
0.6484 0.8470 0.8356
-1.3881 0.2743 -1.4398
-1.5385 1.6762 1.2707
2.4640 0.2264 0.0916
0.9100 0.4017 1.6211
0.5549 -0.5347 -1.1012
1.0671 -0.8774 -0.4399
1.1467 2.6921 1.8279
-0.0240 0.4344 1.3099
0.3456 -0.7995 -0.7377
1.5376 -1.8595 0.5095
0.2451 -0.3444 -1.0047
-0.0984 0.1184 0.4004
0.3540 -2.7284 -0.8058
1.5795 -1.6989 0.2736
0.3013 -0.6896 -0.8626
-1.9053 -0.5210 0.6957
-1.2324 -1.8389 -1.4386
1.6899 1.1377 2.1259
2.5237 1.1041 0.1794
0.2295 1.4751 0.2545
-0.2574 -0.5363 0.5073
-1.2264 -1.3618 -2.3386
-1.5928 -0.0169 -0.2991
0.2036 -2.3541 -1.6336
-0.0973 -0.0902 -0.3564
0.1605 -0.4382 -1.0908
-0.2033 -1.1841 -0.2341
0.3236 -0.0769 0.8696
-0.4748 -0.4730 -0.3109
-0.3249 -0.5042 0.8269
0.0259 0.1345 -0.4954
0.2374 0.5549 -0.0749
0.4897 2.4041 0.0125
0.5599 1.2244 0.8872
0.3844 0.6792 0.3326
-0.4510 -0.7273 0.2596
0.3146 0.3194 -0.3469
-0.3958 -0.1784 -0.1652
-0.0663 0.1922 -0.4217
-0.4451 0.8006 -0.1052
-0.3235 -0.7776 -0.2974
-0.5452 0.0928 -0.3886
0.0529 -0.6938 0.5579
0.8589 0.3382 0.1711
0.4621 0.1654 -0.2204
-0.5730 0.0367 0.6692
-0.4177 0.3536 0.5686
0.1307 0.6741 0.1312
-0.1867 0.4065 -0.2351
-0.1971 -0.2413 -0.0752
-0.1103 0.1079 0.1163
-0.1126 -0.2606 -0.0484
0.1009 -0.9502 0.8143
2.3208 -0.1213 1.0504
-0.2678 -0.0606 -0.1867
-0.8307 -0.5468 0.0969
1.3428 0.0752 -0.4026
-0.3239 -0.5899 -0.5131
-0.2893 -0.0957 0.3571
0.0248 -0.0133 -0.5437
0.3151 0.0151 -0.2508
-0.4488 -0.1890 0.2205
0.8160 -0.1108 0.1709
-0.1977 0.0579 -0.2083
-0.0341 -0.6704 1.1610
-0.0592 0.3738 -0.2292
0.1783 0.2303 -0.1430
0.3829 -0.4967 -0.2099
0.5197 -0.1032 -0.0850
-0.9611 0.1939 -0.3573
0.7702 0.7094 0.3944
-1.1358 -0.1906 0.5418
0.4686 -0.8456 -0.3706
0.4916 0.5322 -0.2444
0.0254 0.0973 -0.2070
0.0289 -0.5927 -0.3867
-0.8069 -0.9012 0.1065
0.2813 0.1314 -0.3202
0.6627 0.1802 0.1126
1.0660 0.4931 -0.1354
0.1469 0.6431 0.4448

Output
- energy relative to the best compared isomer or geometry (same formula, charge and spin) (eV) = 2.370
- frontier orbital gap (eV) = 8.9
- lowest unoccupied orbital energy (eV) = 0.36
- multiplicity = 1
- structure (SMILES) = CC1(C)CCCC(C)(C)N1O.CC1(C)CCCC(C)(C)N1O.NC(N)=O.NC(N)=O.NC(N)=O.NC(N)=O.NC(N)=O